#A
A molecular structure, C37H37CoN5O5S2, computed with ωB97M-V/def2-TZVPD.

Frontier orbital gap (spin up / spin down) = 5.419 / 5.585 eV
Highest occupied orbital energy (spin up / spin down) = -1.45 / -1.62 eV

Structure (ORCA input):
```
! wB97M-V def2-TZVPD RIJCOSX def2/J DEFGRID3
* xyz -2 4
Co -0.085 -0.450 -0.278
S 1.231 1.337 -1.187
S -0.291 3.310 1.757
O -1.826 0.646 -0.467
O -0.208 -1.607 -2.031
O -2.820 2.629 -0.562
O 0.123 -0.295 1.753
O -5.147 3.419 2.370
N -2.930 3.533 1.911
N 1.791 -2.535 -1.321
N -1.713 5.379 2.626
N -1.886 -2.218 0.623
N 1.531 -1.836 -0.159
C 2.155 -0.379 4.724
C -3.582 -0.724 1.957
C 1.286 -4.126 -6.054
C -2.492 3.526 6.236
C -2.598 6.526 0.592
C -3.578 7.582 0.100
C 1.135 -0.096 3.847
C -2.001 1.776 -0.992
C -0.093 2.813 -4.693
C -4.564 -0.062 0.983
C 0.147 -2.617 -4.563
C 1.007 -2.967 -3.528
C 3.234 -1.681 3.044
C -1.457 3.011 -4.506
C -2.812 0.348 2.732
C -4.331 -1.645 2.931
C -4.703 4.571 4.934
C 1.110 -0.592 2.508
C -1.245 2.124 -2.255
C -3.746 3.871 4.214
C -2.687 6.336 2.101
C 0.288 -3.190 -5.820
C -4.004 3.614 2.753
C -2.640 3.343 4.869
C 2.220 -1.410 2.121
C 0.829 -2.310 -2.191
C 0.142 1.927 -2.425
C -2.621 -1.554 1.206
C 2.147 -4.480 -5.021
C 3.231 -1.185 4.335
C 0.681 2.290 -3.673
C -1.677 4.097 2.119
C -3.437 4.250 6.950
C 2.010 -3.902 -3.767
C 2.336 -2.023 0.807
C -2.010 2.674 -3.281
C -4.544 4.775 6.297
H -3.315 4.399 8.016
H 2.124 0.036 5.727
H 1.743 2.138 -3.820
H 0.308 0.546 4.138
H -4.028 0.593 0.300
H -0.384 -2.903 -6.620
H -2.200 0.940 2.054
H 4.040 -1.410 5.019
H -1.900 2.779 4.312
H -3.539 0.986 3.244
H -5.277 0.535 1.558
H -3.025 2.984 1.006
H -3.378 8.556 0.556
H -3.064 2.839 -3.091
H -3.697 6.021 2.373
H -5.287 5.334 6.852
H 1.398 -4.573 -7.035
H 0.373 3.066 -5.640
H -0.620 -1.884 -4.351
H -2.075 3.421 -5.297
H -2.144 -0.106 3.466
H -2.516 7.284 2.619
H -5.111 -0.815 0.411
H -4.882 -2.418 2.393
H -2.797 5.568 0.103
H 2.930 -5.210 -5.196
H -5.575 4.943 4.409
H -1.573 6.798 0.326
H -3.520 7.700 -0.982
H -3.638 -2.128 3.622
H 4.057 -2.311 2.715
H 3.177 -2.705 0.646
H 2.674 -4.156 -2.952
H -5.040 -1.047 3.508
H -1.634 3.102 6.741
H -4.605 7.304 0.347
H -0.770 5.741 2.678
*
```

These are the Löwdin partial charges, in e, on atoms 1 to 5: number 1, Co, carries 0.511; number 2, S, carries 0.590; number 3, S, carries 0.756; number 4, O, carries -0.081; number 5, O, carries -0.100


#B
A molecular structure, C37H37CoN5O5S2, computed with ωB97M-V/def2-TZVPD.

Frontier orbital gap (spin up / spin down) = 6.019 / 6.100 eV
Highest occupied orbital energy (spin up / spin down) = -1.89 / -1.97 eV

Structure (ORCA input):
```
! wB97M-V def2-TZVPD RIJCOSX def2/J DEFGRID3
* xyz -2 4
Co 0.201 0.152 1.330
S 0.977 -1.382 -0.322
S 2.443 2.878 -2.158
O 2.077 0.866 1.614
O -0.513 1.729 0.193
O 4.302 0.899 1.658
O 0.704 2.941 -6.513
O 0.113 -1.164 2.939
N -2.154 -0.676 0.867
N -0.482 1.593 2.747
N 0.540 1.094 -2.666
N 0.854 2.750 -4.276
N -0.924 2.788 2.209
C 0.849 -1.888 5.040
C -0.880 2.719 0.897
C -0.365 1.554 4.015
C -3.978 -3.323 1.920
C 1.091 -1.233 -6.964
C 3.745 -3.955 1.033
C 2.407 -1.976 0.528
C 2.078 -1.831 -6.191
C -2.901 -0.476 -3.047
C 0.746 0.090 -6.741
C 0.103 0.399 4.767
C 2.383 0.223 -4.977
C -1.356 3.931 -1.229
C -1.519 -3.732 2.316
C 1.235 2.155 -3.032
C 2.667 -3.352 0.412
C -1.697 5.115 0.829
C -1.767 5.047 -1.943
C 1.375 0.812 -5.733
C 0.357 -0.876 4.172
C 0.308 0.575 6.138
C 4.619 -3.184 1.792
C -2.104 6.233 0.117
C -1.646 0.013 -2.339
C -2.143 6.204 -1.273
C 4.388 -1.824 1.894
C 3.221 0.320 1.514
C -0.627 0.534 -3.337
C -2.662 -2.716 2.430
C -2.353 -1.563 1.569
C 1.047 -1.676 6.387
C -1.322 3.953 0.162
C 2.730 -1.100 -5.208
C -2.830 -2.238 3.875
C 0.954 2.240 -5.544
C 0.768 -0.435 6.964
C 3.298 -1.197 1.286
H 3.496 -1.563 -4.601
H -1.792 5.018 -3.027
H -1.074 1.318 -3.954
H -2.389 7.135 0.646
H 0.948 3.756 -4.251
H -1.657 5.119 1.910
H -3.625 -1.494 3.948
H -1.047 3.022 -1.726
H -1.205 -0.804 -1.766
H -3.094 -3.096 4.499
H 1.979 -3.944 -0.179
H 0.925 -0.260 8.021
H -4.795 -2.603 1.987
H 0.584 -1.802 -7.734
H -2.675 -1.275 -3.759
H 2.891 0.786 -4.204
H -0.575 -3.248 2.567
H -2.460 7.078 -1.829
H -1.716 -4.566 2.995
H 1.432 -2.484 7.001
H -0.603 2.457 4.584
H -3.389 0.333 -3.599
H 5.064 -1.184 2.447
H 1.083 -2.845 4.588
H 0.099 1.556 6.557
H 3.900 -5.024 0.926
H -3.882 -3.643 0.881
H -0.016 0.577 -7.335
H -0.317 -0.276 -4.006
H -1.446 -4.113 1.295
H 0.832 0.638 -1.795
H -1.909 -1.802 4.254
H 2.337 -2.870 -6.352
H 5.470 -3.636 2.290
H -4.227 -4.193 2.531
H -3.617 -0.866 -2.322
H -1.883 0.789 -1.613
*
```

These are the Löwdin partial charges, in e, on atoms 1 to 5: number 1, Co, carries 0.496; number 2, S, carries 0.630; number 3, S, carries 0.640; number 4, O, carries -0.095; number 5, O, carries -0.131


Stability summary: most stable #B, least stable #A.